No. 1
Formula: C10H8O4S
Source: the Open Molecules 2025 dataset
Level of theory: ωB97M-V/def2-TZVPD

XYZ file:
```
23
Properties=species:S:1:pos:R:3:forces:R:3
C -2.1200 -1.9843 0.2658 0.5 0.2 0.0
C -1.1667 -2.9965 0.0823 1.5 4.1 0.0
C -1.7555 -0.5995 0.2921 -0.4 -2.7 0.5
C 0.1946 -2.6540 -0.1322 -1.8 0.1 -0.7
C -0.4271 -0.3255 0.0738 -1.0 0.2 -0.5
C 0.4981 -1.3016 -0.2333 1.2 -2.5 0.8
C 0.1655 0.9685 0.1118 6.0 -0.3 -1.5
C 1.5912 0.9508 -0.0638 -2.9 -0.6 -0.2
C 2.4358 2.0494 0.3641 -0.8 -0.4 1.1
C -1.3576 2.7199 -0.5466 -1.5 -0.6 -1.6
O 3.6392 2.0119 0.3194 0.0 0.7 -0.1
O 2.9053 -1.0953 -1.3919 -0.6 0.2 0.6
O 2.7972 -0.9601 1.0824 0.5 -1.0 1.0
O -0.3831 2.1164 0.3138 -1.9 2.4 0.5
S 2.2045 -0.7307 -0.1852 -1.0 1.8 -1.4
H -3.1449 -2.2877 0.4343 0.0 0.2 0.2
H -1.2856 -3.9769 0.3023 -1.3 -2.9 0.2
H -2.4531 0.0912 0.7352 -0.1 0.4 -0.5
H 0.8132 -3.5328 -0.3072 0.7 0.8 0.2
H 1.7747 2.7558 0.9691 1.2 0.2 -0.7
H -2.2995 2.0884 -0.7394 1.4 0.8 0.8
H -1.0205 2.9851 -1.5716 0.7 -0.7 0.5
H -1.6054 3.7073 -0.1752 -0.2 -0.3 0.8
```
Forces are in eV/Å.

**LUMO (alpha / beta)**: -1.092 / -1.092 eV
**Net charge**: 0
**Energy above the lowest of the compared OMol25 structures with the same formula, charge and spin**: 94.89 kJ/mol
**Gap between HOMO and LUMO (alpha / beta)**: 8.033 / 8.032 eV
**2S+1**: 1
**Structure (SMILES)**: COC1=C(C=O)S(=O)(=O)c2ccccc21

Table of natural (NBO) atomic charges, one value per atom, all in e: -0.18 -0.19 -0.18 -0.16 -0.14 -0.26 0.45 -0.48 0.38 -0.26 -0.50 -0.89 -0.91 -0.50 2.19 0.22 0.21 0.23 0.24 0.12 0.19 0.20 0.21

No. 2
Formula: C10H8OS2
Source: the Open Molecules 2025 dataset
Level of theory: ωB97M-V/def2-TZVPD

XYZ file:
```
21
Properties=species:S:1:pos:R:3:forces:R:3
C -2.4141 -2.0300 -0.0312 1.4 1.2 0.0
C -3.0120 -0.8010 -0.2712 -0.9 1.8 -0.4
C -1.0214 -2.0151 0.0257 -1.6 2.5 0.8
C -2.3295 0.4383 -0.2450 -0.5 -1.1 -1.2
C -0.2773 -0.8166 0.0501 -1.1 1.6 -0.6
C -0.9438 0.4634 -0.1233 0.1 -1.7 0.9
C 1.1398 -0.8861 0.2146 3.3 -0.1 -0.5
C 2.6665 1.0434 -0.9947 -1.8 1.2 -3.9
C 1.3264 1.8555 0.8938 -2.0 0.6 0.6
C 2.2049 0.8451 0.2876 -0.1 -4.8 6.4
O 3.6517 0.5743 -1.4543 2.0 -0.6 -0.8
S 2.0178 -2.2907 0.2001 -0.6 2.2 0.2
S -0.1730 2.0035 -0.1389 -0.5 0.7 0.1
H -2.9175 -2.9174 0.2664 -0.6 -0.6 -0.5
H -4.0637 -0.6132 -0.5551 0.4 -0.9 0.7
H -0.4986 -2.8483 0.3033 1.2 -2.2 0.3
H -2.9497 1.3189 -0.5034 0.8 -0.4 0.5
H 1.8999 1.6033 -1.6689 1.1 -0.4 0.6
H 1.0429 1.7623 1.9956 0.6 -0.2 -1.6
H 1.6041 2.8835 0.6892 0.9 0.3 0.5
H 3.0467 0.4266 1.0596 -1.9 1.1 -2.1
```
Forces are in eV/Å.

**LUMO**: -1.285 eV
**Net charge**: 0
**Energy above the lowest of the compared OMol25 structures with the same formula, charge and spin**: 230.15 kJ/mol
**Gap between HOMO and LUMO**: 7.227 eV
**2S+1**: 1

Table of natural (NBO) atomic charges, one value per atom, all in e: -0.24 -0.15 -0.09 -0.24 -0.27 -0.14 -0.01 0.36 -0.54 -0.31 -0.49 0.07 0.30 0.23 0.22 0.22 0.23 0.10 0.25 0.24 0.26

No. 3
Formula: C10H9AlF3FeI2O6S
Source: the Open Molecules 2025 dataset
Level of theory: ωB97M-V/def2-TZVPD

XYZ file:
```
33
Properties=species:S:1:pos:R:3:forces:R:3
I 3.1336 -1.0080 0.1533 0.4 -0.7 0.1
I 2.4001 2.1086 0.2609 0.2 0.3 0.3
Fe 0.0889 2.3693 -0.7430 5.5 0.0 0.0
Al 0.3696 -1.3360 0.0647 -1.3 0.2 2.4
S 0.3827 0.3838 -1.5119 0.1 0.1 -0.6
C -1.6966 -1.5335 -0.6385 -5.6 -0.8 -1.0
C -0.3264 -2.7978 1.3410 -2.6 -3.5 1.2
C 0.4690 0.0019 -3.3451 0.5 -0.5 -1.4
C 1.3182 1.0621 -4.0327 0.2 0.4 0.5
C -0.9952 0.0364 -3.7541 -0.5 0.2 0.6
C 1.1198 -1.3727 -3.4318 0.1 0.0 0.3
C -0.8903 2.1541 0.7539 -7.5 0.0 7.1
C -0.9636 3.1666 -1.9592 -9.4 2.8 -5.8
O -1.1607 -3.4991 1.7550 3.2 2.6 -1.7
O -2.8227 -1.6527 -0.8629 5.2 0.6 1.0
O -1.7228 2.0500 1.5643 4.6 0.5 -4.0
O -1.9213 3.4723 -2.5810 6.4 -1.6 3.6
H 1.3617 0.8389 -5.1110 0.0 0.0 0.3
H 2.3373 1.0560 -3.6210 -0.1 0.0 -0.3
H 0.9004 2.0727 -3.9100 0.0 -0.2 -0.2
H -1.0604 -0.1673 -4.8314 0.0 0.0 0.1
H -1.4418 1.0231 -3.5443 0.1 -0.4 -0.4
H -1.5696 -0.7231 -3.2093 0.0 0.1 -0.4
H 1.1816 -1.6614 -4.4968 0.1 -0.1 0.5
H 0.5448 -2.1280 -2.8787 -0.1 -0.1 -0.3
H 2.1263 -1.3466 -2.9852 0.0 0.0 -0.5
F 1.7631 -0.6683 4.7801 -1.3 0.7 -1.7
C 0.9559 0.0150 3.9332 0.1 0.3 2.7
F -0.1513 0.3996 4.6027 0.9 -0.5 -1.1
F 1.6247 1.1218 3.5432 -0.4 -0.5 -0.6
C 0.5217 -0.8610 2.7086 1.1 -2.7 2.1
O 0.7068 -2.1042 2.8251 -0.3 2.4 -0.7
O 0.0210 -0.3153 1.6578 0.5 0.5 -2.3
```
Forces are in eV/Å.

**LUMO (alpha / beta)**: -18.297 / -19.192 eV
**Net charge**: +4
**Gap between HOMO and LUMO (alpha / beta)**: 5.729 / 4.815 eV
**2S+1**: 6
**⟨S²⟩**: 8.834

Table of natural (NBO) atomic charges, one value per atom, all in e: 0.71 0.52 0.71 1.33 -0.10 0.49 0.39 -0.01 -0.66 -0.64 -0.64 0.47 0.49 -0.26 -0.22 -0.20 -0.18 0.32 0.24 0.22 0.33 0.23 0.22 0.33 0.21 0.21 -0.25 0.91 -0.26 -0.31 0.74 -0.47 -0.86

No. 4
Formula: C10H9FN2O2S
Source: the Open Molecules 2025 dataset
Level of theory: ωB97M-V/def2-TZVPD

XYZ file:
```
25
Properties=species:S:1:pos:R:3:forces:R:3
O 5.4230 -0.9690 -1.0032 -2.7 5.5 4.0
S 5.0056 0.3465 -0.2387 7.2 -2.3 -5.9
O 5.5461 1.6089 -0.9522 -3.2 -4.5 4.2
F 5.6414 0.1472 1.3682 -2.5 0.9 -3.4
N 3.2395 0.2837 -0.1359 -5.0 0.2 1.9
C 2.4251 0.0431 -1.4216 -2.7 -0.1 1.4
C 0.7859 -0.0771 -1.4045 2.7 0.7 4.5
C 0.0396 0.0711 0.0739 2.4 0.3 -0.2
C -1.6149 -0.0811 0.1202 -2.3 -0.4 -0.2
C -2.3013 -1.1425 -0.9478 -2.8 3.0 3.5
C -3.9608 -1.2749 -0.8891 2.6 1.9 1.6
N -4.8040 -0.4232 0.0767 5.0 0.7 0.3
C -4.1837 0.5735 1.0705 3.1 -1.2 -1.5
C -2.5515 0.7990 1.1813 -2.1 -3.3 -3.4
C 0.9213 0.3714 1.4232 1.9 -0.7 -4.5
C 2.5763 0.4630 1.2371 -3.6 -0.5 -1.6
H 3.0368 -0.0540 -2.4422 -1.3 0.2 2.6
H 0.1064 -0.2910 -2.3333 1.9 0.6 1.7
H -1.6149 -1.7481 -1.6784 -1.8 1.1 1.6
H -4.4803 -2.0508 -1.6161 0.8 2.0 1.8
H -5.8583 -0.4802 0.1019 1.6 -0.2 -0.3
H -4.8928 1.2112 1.7870 1.5 -1.8 -1.9
H -2.0696 1.5323 1.9570 -1.3 -1.5 -1.7
H 0.3701 0.4687 2.4566 1.6 -0.2 -2.2
H 3.2151 0.6724 2.2093 -1.0 -0.5 -2.5
```
Forces are in eV/Å.

**LUMO**: -9.598 eV
**Net charge**: +2
**Gap between HOMO and LUMO**: 7.421 eV
**2S+1**: 1

Table of natural (NBO) atomic charges, one value per atom, all in e: -0.73 2.22 -0.68 -0.41 -0.59 0.13 -0.20 0.04 0.01 -0.20 0.12 -0.51 0.11 -0.20 -0.20 0.14 0.33 0.30 0.29 0.31 0.48 0.31 0.30 0.30 0.32

No. 5
Formula: C10H9I
Source: the Open Molecules 2025 dataset
Level of theory: ωB97M-V/def2-TZVPD

XYZ file:
```
20
Properties=species:S:1:pos:R:3:forces:R:3
C 0.3924 2.2062 -1.9704 1.2 0.3 -1.0
C 1.2396 2.1089 -0.8457 -4.8 -1.6 -1.0
C -0.7763 1.4448 -2.0438 1.6 0.6 1.6
C 0.7374 1.3678 0.2339 1.7 0.5 0.1
C -1.2025 0.6403 -1.0331 0.1 0.1 0.5
C -0.4155 0.5916 0.1436 -1.4 0.9 0.8
C -1.3801 -0.5361 2.3809 -0.6 -0.4 0.4
C 0.6496 -3.2246 0.9998 1.0 0.2 -1.3
C -0.8016 -0.1525 1.2776 0.8 -1.8 -0.2
C 0.8027 -2.0169 0.4745 -1.3 0.3 1.1
I 2.2164 -1.3561 -0.8695 0.1 -0.2 0.1
H 0.6991 2.7852 -2.9056 -0.3 -0.9 1.5
H 2.2171 2.2986 -0.9897 3.2 1.5 0.3
H -1.3352 1.4271 -2.8908 -1.5 0.3 -2.5
H 1.3614 1.3570 1.1453 -0.5 -0.4 -0.5
H -2.1733 0.1759 -1.2003 0.4 -0.4 0.6
H -1.1863 -1.4969 2.8464 0.6 -0.3 -0.4
H -2.1921 -0.1127 3.0090 0.6 0.8 -0.9
H 1.4158 -3.9891 0.7486 -0.7 0.3 0.4
H -0.2686 -3.5186 1.4890 0.1 0.1 0.4
```
Forces are in eV/Å.

**LUMO (alpha / beta)**: -0.537 / -0.460 eV
**Net charge**: 0
**Energy above the lowest of the compared OMol25 structures with the same formula, charge and spin**: 422.30 kJ/mol
**Gap between HOMO and LUMO (alpha / beta)**: 6.872 / 7.492 eV
**2S+1**: 1

Table of natural (NBO) atomic charges, one value per atom, all in e: -0.20 -0.20 -0.20 -0.17 -0.18 -0.18 -0.49 -0.56 0.22 -0.20 0.19 0.21 0.21 0.20 0.23 0.23 0.23 0.23 0.21 0.22

No. 6
Formula: C10H9N
Source: the Open Molecules 2025 dataset
Level of theory: ωB97M-V/def2-TZVPD

XYZ file:
```
20
Properties=species:S:1:pos:R:3:forces:R:3
C -1.8628 0.2989 1.4852 2.7 0.8 -1.0
C -1.6541 -1.6627 0.4752 2.6 0.2 -1.1
C -0.5811 0.2830 0.8295 -3.5 -1.6 0.0
C -0.4967 -0.9831 0.1052 -2.6 0.5 2.9
C 1.6633 1.6991 0.7850 0.4 -0.5 -1.3
C 2.4182 0.9941 -0.0726 1.3 -0.8 -1.1
C 0.6617 -0.2685 -2.0075 1.4 -0.5 -1.9
C 0.4169 1.1327 0.2935 -1.1 1.5 -3.4
C 0.6908 -1.1099 -0.7090 1.8 -2.2 -0.9
C 1.2162 0.2695 -0.7649 1.0 2.5 2.8
N -2.4326 -0.8967 1.2582 -1.8 -1.9 0.8
H -2.4342 1.1490 1.7506 -0.3 0.5 0.7
H -1.8065 -2.6869 0.3949 -0.7 -1.6 -0.4
H 1.9372 2.4207 1.4945 0.1 0.7 1.0
H 3.5507 0.9220 -0.2049 -1.7 0.1 0.1
H 1.4712 -0.5125 -2.8162 -1.8 0.3 1.5
H -0.2962 0.1478 -2.4022 0.9 -0.5 0.5
H -0.6243 2.2446 -1.0343 1.4 -1.1 1.9
H 1.4033 -2.0275 -0.5676 -1.5 1.8 -0.6
H -3.2409 -1.4135 1.7073 1.3 1.8 -0.5
```
Forces are in eV/Å.

**LUMO (alpha / beta)**: 0.068 / 0.095 eV
**Net charge**: 0
**Energy above the lowest of the compared OMol25 structures with the same formula, charge and spin**: 745.98 kJ/mol
**Gap between HOMO and LUMO (alpha / beta)**: 7.840 / 7.397 eV
**2S+1**: 1

Table of natural (NBO) atomic charges, one value per atom, all in e: -0.04 -0.05 -0.19 -0.08 -0.26 -0.10 -0.39 0.12 -0.26 -0.13 -0.49 0.21 0.20 0.22 0.21 0.23 0.24 -0.10 0.23 0.42

No. 7
Formula: C10H9N
Source: the Open Molecules 2025 dataset
Level of theory: ωB97M-V/def2-TZVPD

XYZ file:
```
20
Properties=species:S:1:pos:R:3:forces:R:3
C 1.2947 -1.5979 -1.0723 2.3 -1.8 -1.5
C 1.9079 -1.1274 0.0222 0.8 -0.6 0.2
C -0.9603 -1.0202 -2.0008 0.5 -1.3 1.1
C -2.1809 -0.3156 -1.6705 -2.2 -0.6 -1.8
C 0.1071 -0.8478 -1.1727 -1.8 0.3 -0.6
C 0.1048 0.0837 -0.0193 -5.5 2.9 -2.2
C 1.2005 -0.0719 0.7048 -0.6 0.0 -0.7
C -1.2955 1.0671 -0.0582 2.6 -2.3 0.4
C -1.4930 2.0426 0.8195 0.6 -0.3 2.9
C 1.6322 0.6029 1.9111 -0.7 -0.7 1.9
N -2.3817 0.6696 -0.8967 1.4 0.6 1.0
H 1.7059 -2.3646 -1.8268 -0.9 1.3 1.5
H 2.7982 -1.4588 0.4614 1.4 -0.7 0.2
H -1.0462 -1.9235 -2.6733 0.4 1.4 0.5
H -3.1350 -0.6830 -2.1812 1.4 0.5 0.4
H -2.4438 2.5070 0.9778 -0.6 0.3 -0.8
H -0.8970 2.1634 1.7878 -0.1 -0.1 -2.0
H 0.8871 0.4672 2.7094 -0.1 -0.1 -0.1
H 1.6814 1.6592 1.8417 0.5 1.1 -0.4
H 2.5138 0.1482 2.3361 0.6 0.2 -0.1
```
Forces are in eV/Å.

**LUMO**: -1.055 eV
**Net charge**: 0
**Energy above the lowest of the compared OMol25 structures with the same formula, charge and spin**: 353.80 kJ/mol
**Gap between HOMO and LUMO**: 7.294 eV
**2S+1**: 1
**Structure (SMILES)**: C=c1nccc2c1=C(C)C=C2

Table of natural (NBO) atomic charges, one value per atom, all in e: -0.26 -0.16 -0.21 0.09 -0.01 -0.04 -0.05 0.12 -0.36 -0.64 -0.41 0.23 0.20 0.23 0.18 0.21 0.20 0.23 0.23 0.22

No. 8
Formula: C10H9N2O3
Source: the Open Molecules 2025 dataset
Level of theory: ωB97M-V/def2-TZVPD

XYZ file:
```
24
Properties=species:S:1:pos:R:3:forces:R:3
C 2.5698 -2.1255 -0.2991 0.1 0.9 -2.5
C 1.4725 -2.6719 0.2882 -2.9 -1.8 1.5
C 2.4656 -0.8673 -0.8563 1.7 1.9 1.7
C 1.4818 1.3546 -0.5995 -4.1 -0.3 2.2
C 0.3302 -1.9091 0.5688 -0.8 -0.7 1.9
C 0.4578 2.1206 -0.0956 -1.1 -2.7 0.0
C 1.4007 -0.0119 -0.4704 -0.4 -1.9 0.3
C 0.2843 -0.5693 0.2547 2.0 -0.6 -1.6
C -0.7855 1.5332 0.3455 2.6 0.9 -0.2
C -1.8835 2.4593 0.5319 -3.9 -2.1 2.0
N -0.7793 0.2232 0.5378 -3.2 -0.9 0.0
N -2.7775 -0.9106 -0.3965 2.7 1.1 -1.1
O -2.2213 -0.5168 -1.3529 0.0 0.5 -1.6
O -3.6884 -1.5745 -0.2099 -1.9 -1.1 1.2
O -2.0426 -0.5059 0.8426 1.9 1.6 1.4
H 3.4133 -2.6849 -0.6042 0.8 -0.8 0.3
H 1.3583 -3.7632 0.5495 0.7 1.4 -0.1
H 3.4028 -0.3173 -1.2075 -1.5 -1.1 0.0
H 2.2972 1.8093 -0.9194 3.7 1.9 -1.9
H -0.4979 -2.2217 1.2837 1.2 -0.3 -1.4
H 0.4495 3.1467 -0.1439 0.2 2.2 -0.1
H -2.6446 2.2456 -0.2769 0.7 0.8 0.7
H -2.4712 2.3048 1.5359 1.0 -0.4 -1.8
H -1.5922 3.4527 0.6934 0.6 1.4 -0.8
```
Forces are in eV/Å.

**LUMO**: -5.083 eV
**Net charge**: +1
**Energy above the lowest of the compared OMol25 structures with the same formula, charge and spin**: 0.00 kJ/mol
**Gap between HOMO and LUMO**: 8.207 eV
**2S+1**: 1
**Structure (SMILES)**: Cc1ccc2ccccc2[n+]1O[N+](=O)[O-]

Table of natural (NBO) atomic charges, one value per atom, all in e: -0.20 -0.13 -0.12 -0.01 -0.22 -0.24 -0.10 0.16 0.34 -0.69 -0.02 0.74 -0.32 -0.21 -0.26 0.25 0.25 0.24 0.23 0.26 0.24 0.27 0.27 0.26

No. 9
Formula: C10H9N3
Source: the Open Molecules 2025 dataset
Level of theory: ωB97M-V/def2-TZVPD

XYZ file:
```
22
Properties=species:S:1:pos:R:3:forces:R:3
C 1.6493 1.2883 -1.0667 -2.0 -0.6 1.2
C 2.1964 -0.2385 0.8907 0.0 -0.6 -0.1
C 1.3325 -2.1067 -0.1728 0.5 0.7 0.6
C -1.8441 0.1394 -0.7338 -0.5 -0.2 2.6
C -1.2532 -1.1201 0.0380 0.0 -1.3 0.3
C -0.3307 0.9540 1.0651 -2.8 -3.6 -1.9
C 0.3709 0.8842 -1.4174 3.6 2.2 2.7
C -0.7333 1.1681 -0.3956 -0.2 0.9 -0.6
C -0.2065 -0.5937 1.1203 -0.5 0.3 0.0
C 1.1769 -0.9781 0.6003 -1.4 0.3 1.5
N 2.5474 1.6221 -0.2599 -1.3 0.8 -2.7
N 2.9116 0.7217 0.8432 1.7 0.8 0.8
N 1.4510 -2.9259 -0.9369 0.4 -2.6 -2.0
H -2.0259 -0.0452 -1.8067 0.2 0.2 0.6
H -2.8181 0.4947 -0.2367 1.3 -0.7 -0.8
H -2.0051 -1.8631 0.4897 1.0 1.3 -0.8
H -0.5874 -1.6980 -0.6688 -1.6 0.4 0.5
H 0.5002 1.3674 1.4245 3.5 2.1 0.9
H -1.1154 1.3072 1.6865 -1.0 0.1 0.6
H 0.1201 0.3781 -2.2923 0.0 -0.6 -1.4
H -1.1174 2.1886 -0.3454 0.0 0.2 -1.1
H -0.2188 -0.9445 2.1747 -0.8 -0.1 -0.8
```
Forces are in eV/Å.

**LUMO**: -0.128 eV
**Net charge**: 0
**Energy above the lowest of the compared OMol25 structures with the same formula, charge and spin**: 504.36 kJ/mol
**Gap between HOMO and LUMO**: 9.368 eV
**2S+1**: 1

Table of natural (NBO) atomic charges, one value per atom, all in e: 0.37 0.42 0.26 -0.40 -0.42 -0.39 -0.31 -0.25 -0.21 -0.28 -0.29 -0.26 -0.28 0.23 0.21 0.24 0.23 0.22 0.22 0.24 0.23 0.24